Entry 1:
DFT (the ωB97M-V functional and the def2-TZVPD basis) results for a structure of composition C4H7N3O at a distorted geometry.

ORCA input file:
```
! wB97M-V def2-TZVPD RIJCOSX def2/J DEFGRID3
* xyz 0 1
C -1.11266 -0.75136 -2.01011
C -0.74280 -0.64473 -0.61958
C 0.89521 0.49779 0.74220
C 2.18262 1.25141 0.83349
H -0.42739 -1.46400 -2.61740
H -0.70771 0.54386 -2.22583
H -2.12131 -1.17289 -2.17333
H -2.24843 -1.43344 0.15001
H 0.51863 0.76979 2.75434
H -0.77121 -0.20936 1.61036
H 2.65060 1.36837 -0.16411
N -1.43481 -0.97845 0.35298
N 0.54985 0.18425 -0.47828
N 0.21097 0.15825 1.90515
O 2.55845 1.88052 1.94012
*
```

Results
strongest force on any atom = 0.1419 hartree/bohr
HOMO level = -9.568 eV
E = -10776.3699 eV

Löwdin atomic charge list, values in e, 6 entries: C -0.0622; C -0.4785; C -0.4126; C -0.0845; H 0.1005; H 0.1985

---

Entry 2:
DFT (the ωB97M-V functional and the def2-TZVPD basis) results for the ion C6H6N with charge +1 at a distorted geometry.

ORCA input file:
```
! wB97M-V def2-TZVPD RIJCOSX def2/J DEFGRID3
* xyz 1 1
C -0.89554 -1.42549 0.00325
C 0.33988 -1.07161 0.11090
C -2.08227 -0.96998 -0.12521
C -2.15720 0.65597 0.10313
C -1.33339 1.55760 -0.10931
C 2.68747 -0.06499 0.00926
N 1.34619 -0.44675 -0.07365
H -3.00741 -1.27494 -0.36323
H -3.01529 0.75149 0.91580
H -0.88138 2.40784 -0.52413
H 3.05304 -0.06325 1.09232
H 2.68269 0.74762 -0.67831
H 3.26321 -0.80352 -0.36082
*
```

Results
strongest force on any atom = 0.0950 hartree/bohr
HOMO level (alpha / beta) = -13.014 / -13.576 eV
E = -7794.2639 eV

Löwdin atomic charge list, values in e, 6 entries: C 0.0147; C 0.0050; C 0.0342; C -0.0943; C 0.2424; C -0.0167

---

Entry 3:
DFT (the ωB97M-V functional and the def2-TZVPD basis) results for a cluster of 19 separate species, C76H209N19O19 in total at a distorted geometry.

ORCA input file:
```
! wB97M-V def2-TZVPD RIJCOSX def2/J DEFGRID3
* xyz 0 1
C 12.94751 -20.73197 8.59467
C 13.96454 -19.58295 8.68298
C 14.13399 -18.94990 10.08558
O 14.55630 -19.91377 10.95976
C 15.49848 -19.54526 11.92591
N 15.13338 -20.12418 8.14017
H 12.84344 -20.93770 7.52933
H 11.99728 -20.43850 9.04081
H 13.24990 -21.65844 9.08283
H 13.55758 -18.78520 8.06162
H 13.24794 -18.46629 10.49687
H 14.88303 -18.15999 10.14099
H 15.14311 -18.83421 12.67172
H 16.38349 -19.06278 11.51110
H 15.79970 -20.41184 12.51448
H 15.83155 -19.39949 8.05378
H 15.42243 -20.82457 8.80801
C 28.10588 -26.31516 17.48493
C 29.53459 -25.77029 17.75404
C 29.69078 -24.32302 18.33956
O 31.05017 -23.83076 18.33976
C 31.15638 -22.55461 18.93906
N 30.19378 -26.76246 18.61273
H 27.50924 -25.68571 16.82468
H 27.60486 -26.47643 18.43944
H 28.25884 -27.28766 17.01702
H 30.07818 -25.87121 16.81466
H 29.22121 -24.24835 19.32039
H 29.12167 -23.76152 17.59865
H 30.68938 -22.45828 19.91924
H 30.70981 -21.77019 18.32803
H 32.19971 -22.28133 19.09678
H 29.63619 -27.00703 19.41857
H 30.97818 -26.26969 19.01518
C 16.57983 -26.37092 16.53110
C 17.51334 -27.43111 15.87433
C 16.69431 -28.65119 15.40806
O 17.45908 -29.62553 14.57929
C 16.70397 -30.65808 14.02161
N 18.23176 -26.93848 14.69764
H 15.86607 -25.96465 15.81444
H 17.27538 -25.58398 16.82268
H 15.95976 -26.69900 17.36537
H 18.15864 -27.81305 16.66540
H 15.87826 -28.41535 14.72502
H 16.20260 -29.11892 16.26103
H 16.06615 -30.22545 13.25081
H 16.10279 -31.15730 14.78153
H 17.43748 -31.33720 13.58703
H 17.70697 -26.47873 13.96735
H 18.57170 -27.75367 14.20773
C 21.92715 -25.77721 17.84263
C 20.52612 -25.58795 17.32209
C 19.93910 -24.21521 17.76665
O 19.70682 -24.18588 19.14952
C 19.10115 -22.97280 19.64376
N 20.70764 -25.47700 15.83851
H 21.88439 -25.71616 18.93008
H 22.66183 -25.06319 17.47046
H 22.34156 -26.73959 17.54234
H 19.80738 -26.37645 17.54520
H 19.00880 -24.13622 17.20416
H 20.48047 -23.31884 17.46409
H 18.09877 -22.85746 19.23143
H 19.71712 -22.14155 19.30066
H 19.03377 -23.16947 20.71375
H 21.24857 -26.29243 15.58837
H 19.78428 -25.63489 15.46093
C 24.58573 -26.67097 11.09103
C 24.95859 -25.16096 11.43847
C 25.46552 -25.07041 12.85397
O 24.49547 -25.55622 13.83191
C 25.10196 -25.97239 15.04822
N 25.84730 -24.67125 10.40493
H 23.75333 -27.03479 11.69339
H 25.41852 -27.34202 11.30145
H 24.38077 -26.77986 10.02602
H 24.03281 -24.59776 11.32090
H 25.76840 -24.04654 13.07312
H 26.43165 -25.57109 12.91744
H 25.61401 -25.14528 15.53995
H 25.78391 -26.81365 14.92447
H 24.31182 -26.34714 15.69886
H 25.83181 -23.66208 10.36698
H 25.53149 -25.02039 9.51136
C 32.38074 -22.53941 15.22967
C 32.26090 -24.07190 15.19513
C 31.01574 -24.51712 14.38564
O 29.84594 -23.86070 14.84624
C 28.63463 -24.24780 14.21085
N 33.46613 -24.56083 14.52313
H 33.32723 -22.36032 15.73975
H 31.56379 -22.07786 15.78434
H 32.40353 -22.12094 14.22345
H 32.30346 -24.47848 16.20555
H 30.93506 -25.60096 14.46853
H 31.21279 -24.32046 13.33179
H 28.53435 -23.96650 13.16257
H 27.75688 -23.76065 14.63554
H 28.44792 -25.31382 14.34062
H 33.49202 -24.03558 13.66084
H 33.33501 -25.52175 14.24110
C 16.71072 -27.80094 11.66651
C 16.46853 -26.28116 11.61594
C 15.58112 -25.96167 10.40968
O 15.36264 -24.60936 10.11970
C 14.89281 -24.29886 8.82584
N 15.91062 -25.80525 12.86529
H 17.38952 -28.00134 12.49547
H 17.16247 -28.13545 10.73264
H 15.83810 -28.41720 11.88298
H 17.42547 -25.78202 11.46346
H 14.58806 -26.40520 10.48191
H 16.14069 -26.50432 9.64776
H 15.05538 -23.23715 8.64029
H 13.80620 -24.38475 8.82268
H 15.36582 -24.81021 7.98747
H 14.98150 -26.16803 13.02414
H 15.79482 -24.80314 12.91509
C 27.00041 -22.14170 19.86420
C 26.17781 -23.33190 19.84832
C 24.68091 -23.09451 20.14583
O 23.99488 -24.34586 20.57355
C 22.77384 -24.02814 21.23439
N 26.27561 -23.90532 18.56860
H 26.85472 -21.55572 20.77167
H 26.87780 -21.50023 18.99151
H 28.04370 -22.45695 19.84818
H 26.63059 -23.98537 20.59402
H 24.15988 -22.61265 19.31852
H 24.63385 -22.35480 20.94503
H 22.78636 -23.02138 21.65195
H 22.68558 -24.72387 22.06882
H 21.88757 -24.15129 20.61192
H 26.01737 -23.23604 17.85764
H 25.46175 -24.50343 18.56910
C 20.43211 -24.90630 8.74900
C 19.22298 -24.17956 8.15981
C 19.28662 -22.65011 8.20403
O 19.59843 -22.22153 9.54164
C 18.65350 -22.43398 10.55074
N 19.07663 -24.54570 6.73450
H 20.88999 -24.32566 9.54980
H 21.11347 -25.11878 7.92517
H 20.09015 -25.83211 9.21164
H 18.30583 -24.42370 8.69584
H 18.36610 -22.26349 7.76670
H 20.02632 -22.21439 7.53240
H 18.72304 -23.45816 10.91724
H 17.67683 -22.17512 10.14180
H 18.84103 -21.75452 11.38217
H 18.16416 -24.17101 6.51747
H 19.75239 -24.01760 6.20106
C 21.61700 -23.97157 12.72863
C 22.35115 -22.83269 13.50703
C 21.42286 -21.73681 13.96757
O 20.77617 -21.10932 12.88449
C 19.87968 -20.10909 13.26864
N 22.85138 -23.51493 14.72283
H 22.29676 -24.79708 12.51752
H 21.25561 -23.50926 11.81006
H 20.75679 -24.39901 13.24385
H 23.13386 -22.32082 12.94716
H 21.92847 -21.04843 14.64476
H 20.63180 -22.16010 14.58656
H 19.25976 -19.65853 12.49354
H 20.41878 -19.30925 13.77630
H 19.22853 -20.45162 14.07286
H 23.47347 -24.26568 14.45925
H 22.15272 -23.80969 15.38998
C 15.46134 -16.95488 5.42919
C 16.93971 -17.33931 5.23316
C 17.76520 -17.41462 6.52595
O 17.16529 -18.24487 7.58543
C 18.12986 -18.71835 8.48659
N 16.76327 -18.63778 4.60184
H 14.95457 -17.58641 6.15890
H 14.81673 -16.76923 4.57005
H 15.46331 -16.00161 5.95774
H 17.45474 -16.63575 4.57907
H 17.86748 -16.37676 6.84292
H 18.78388 -17.71271 6.27787
H 18.45566 -17.94930 9.18697
H 19.00029 -19.19880 8.03981
H 17.66983 -19.46686 9.13173
H 17.67894 -19.06396 4.60148
H 16.33733 -19.19845 5.32593
C 21.13898 -17.73590 17.14999
C 21.83765 -19.09539 17.15686
C 23.10812 -19.23160 18.03325
O 24.10920 -18.27940 17.54024
C 25.23637 -18.31793 18.41172
N 20.76916 -20.00126 17.60310
H 20.37385 -17.63337 16.38046
H 21.88621 -16.99680 16.86104
H 20.71045 -17.38668 18.08940
H 22.20623 -19.39609 16.17612
H 23.49320 -20.24189 17.89488
H 22.94871 -19.11920 19.10567
H 26.08129 -18.05319 17.77602
H 25.37803 -19.30565 18.85041
H 25.15687 -17.62084 19.24589
H 20.61636 -19.77682 18.57592
H 19.89161 -19.72032 17.18947
C 17.34819 -19.44552 16.23050
C 16.45249 -20.67353 16.49333
C 16.47440 -21.81091 15.42824
O 17.81204 -22.34752 15.35388
C 17.86116 -23.48026 14.44424
N 16.95985 -21.20711 17.74671
H 18.30342 -19.79480 15.83852
H 17.51189 -18.82457 17.11125
H 16.93336 -18.81226 15.44628
H 15.47122 -20.19898 16.49342
H 16.07637 -21.44139 14.48319
H 15.75889 -22.58806 15.69692
H 17.13216 -24.15097 14.89898
H 18.85750 -23.91067 14.34339
H 17.39957 -23.20204 13.49681
H 17.79576 -21.69528 17.45852
H 16.33961 -21.89955 18.14161
C 22.57515 -14.08980 13.67271
C 22.80239 -14.01587 15.19363
C 23.63540 -15.22513 15.66087
O 25.02668 -15.15462 15.17221
C 25.77596 -16.21420 15.62133
N 23.47520 -12.70150 15.36722
H 21.95182 -14.96872 13.50815
H 23.44805 -14.27562 13.04692
H 22.06883 -13.20132 13.29542
H 21.79544 -13.94063 15.60411
H 23.26395 -16.20193 15.35104
H 23.65347 -15.29754 16.74832
H 25.32421 -17.19654 15.48336
H 25.95235 -16.10372 16.69126
H 26.73305 -16.22737 15.09986
H 23.68914 -12.43457 16.31752
H 24.38460 -12.90390 14.97718
C 18.02323 -16.22654 13.58824
C 17.33335 -15.01880 14.30676
C 17.18588 -13.81498 13.38572
O 18.45484 -13.53658 12.93842
C 18.45831 -12.41781 12.15500
N 16.03984 -15.46073 14.81549
H 17.54425 -16.35431 12.61749
H 18.15145 -17.15260 14.14866
H 19.06920 -16.09760 13.31002
H 18.01872 -14.63833 15.06414
H 16.77328 -12.98871 13.96463
H 16.43230 -13.92234 12.60554
H 17.73326 -12.56591 11.35471
H 19.48816 -12.25256 11.83840
H 18.18667 -11.52899 12.72448
H 15.45340 -14.83577 15.34992
H 15.43335 -15.72397 14.05196
C 21.11908 -27.71210 11.10310
C 21.45808 -29.02422 11.84295
C 20.77190 -29.22452 13.16159
O 21.53895 -30.09464 13.95008
C 20.84313 -30.35393 15.12044
N 21.13832 -30.10580 10.94409
H 21.60852 -27.75112 10.12995
H 21.51861 -26.83128 11.60571
H 20.04469 -27.53455 11.05546
H 22.52462 -28.88371 12.01853
H 19.76809 -29.62213 13.01201
H 20.63827 -28.20924 13.53501
H 19.88015 -30.82064 14.91318
H 20.60687 -29.44972 15.68140
H 21.43711 -31.03118 15.73414
H 21.77362 -30.11911 10.15904
H 21.37318 -30.96563 11.41909
C 23.04386 -22.38976 8.79684
C 23.10858 -21.83078 10.18883
C 24.40856 -21.08710 10.58047
O 25.59274 -21.85500 10.38666
C 26.76005 -21.20595 10.71702
N 21.97894 -20.90638 10.21145
H 22.03821 -22.74741 8.57578
H 23.68147 -23.26704 8.68764
H 23.29602 -21.58333 8.10824
H 22.94138 -22.72294 10.79231
H 24.44132 -20.84680 11.64315
H 24.54488 -20.17005 10.00730
H 26.64621 -20.57448 11.59815
H 26.98507 -20.56293 9.86614
H 27.65113 -21.82726 10.80684
H 21.12865 -21.24910 9.78761
H 21.79460 -20.49011 11.11302
C 20.18458 -14.60673 9.68343
C 21.66481 -15.02243 9.98434
C 21.72455 -16.40724 10.63069
O 23.08054 -16.60679 11.01488
C 23.33615 -17.74513 11.89962
N 22.26438 -15.04224 8.66917
H 19.63702 -15.31102 9.05713
H 20.08668 -13.64060 9.18833
H 19.67129 -14.36928 10.61521
H 22.26152 -14.35324 10.60419
H 21.37579 -17.19931 9.96805
H 21.19324 -16.48137 11.57954
H 23.05558 -17.49772 12.92342
H 24.40244 -17.97103 11.89064
H 22.81351 -18.66939 11.65324
H 23.22959 -15.32979 8.74522
H 21.96710 -15.73379 7.99576
C 25.13679 -20.22606 14.52842
C 26.06856 -21.18010 15.20103
C 27.21435 -20.42564 15.95355
O 28.01315 -19.64356 15.08222
C 28.80102 -20.30549 14.15739
N 25.19983 -22.05803 15.99494
H 25.72463 -19.73174 13.75498
H 24.85112 -19.49717 15.28683
H 24.25160 -20.65692 14.06055
H 26.59445 -21.80158 14.47626
H 27.81984 -21.15291 16.49444
H 26.71874 -19.83085 16.72082
H 28.20319 -20.78499 13.38229
H 29.46931 -21.04227 14.60310
H 29.50459 -19.66290 13.62806
H 24.35390 -21.51666 16.10172
H 24.84068 -22.80912 15.42311
*
```

Results
strongest force on any atom = 0.0567 hartree/bohr
HOMO level = -8.237 eV
E = -149401.9037 eV

Löwdin atomic charge list, values in e, 6 entries: C -0.0562; C -0.4422; C -0.2096; O -0.1792; C -0.1027; N 0.0637

---

> strongest force on any atom of number 3 (C76H209N19O19)?

0.0567 hartree/bohr

---

> Which value of strongest force on any atom does entry 2 give?

0.0950 hartree/bohr